{
  "formula": "C9H16",
  "method": "ωB97M-V with the def2-TZVPD basis set",
  "e_above_lowest_kj_mol": 470.52,
  "homo_ha": -0.257,
  "fmax_ev_per_a": 6.45,
  "orbital_gap_ha": 0.2916,
  "molar_mass_g_mol": 124.227,
  "species": ["C", "C", "C", "C", "C", "C", "C", "C", "C", "H", "H", "H", "H", "H", "H", "H", "H", "H", "H", "H", "H", "H", "H", "H", "H"],
  "positions_angstrom": [[0.37854, 0.49658, -0.23032], [1.47896, -0.47056, 1.33312], [1.45742, 1.04613, -1.13744], [-0.43558, 1.52553, 0.52190], [0.69049, -0.86359, 2.55515], [-0.12776, -0.75676, -0.47386], [-1.36093, 0.08103, -1.97248], [-0.26368, -2.05689, -0.49939], [-2.66706, 0.23410, -1.80530], [2.09289, -1.26569, 0.91326], [2.10585, 0.40494, 1.49575], [-0.89847, 0.16418, -2.95718], [2.01117, 0.25125, -1.63636], [2.15413, 1.65517, -0.55604], [1.00534, 1.68840, -1.89611], [-0.86022, 2.24358, -0.18196], [0.21091, 2.07263, 1.21306], [-1.24780, 1.06761, 1.08461], [0.30809, -2.70315, 0.15505], [-0.99881, -2.51361, -1.15029], [0.04806, -1.72918, 2.37610], [1.35017, -1.12518, 3.39442], [0.05638, -0.04485, 2.90666], [-3.13268, 0.16417, -0.82259], [-3.35539, 0.43416, -2.62976]],
  "lowdin_charge": [-0.4388, -0.1301, -0.0449, -0.0527, -0.1556, -0.1681, -0.0782, 0.0502, -0.0922, 0.0721, 0.0612, 0.0516, 0.0925, 0.0838, 0.0829, 0.0841, 0.0865, 0.0861, 0.0644, 0.0699, 0.0594, 0.0713, 0.0628, 0.0420, 0.0399]
}



{
  "formula": "C9H16BBrNO7S",
  "method": "ωB97M-V with the def2-TZVPD basis set",
  "homo_ha": -0.196,
  "fmax_ev_per_a": 2.25,
  "orbital_gap_ha": 0.3042,
  "molar_mass_g_mol": 373.010,
  "total_charge": -1,
  "species": ["C", "N", "C", "C", "S", "O", "B", "C", "O", "O", "C", "C", "O", "O", "C", "C", "O", "O", "C", "Br", "H", "H", "H", "H", "H", "H", "H", "H", "H", "H", "H", "H", "H", "H", "H", "H"],
  "positions_angstrom": [[0.88875, -1.33570, 3.99629], [0.18599, -0.58367, 2.96115], [-1.07255, -1.23372, 2.61183], [-1.62612, -0.86325, 1.23005], [-3.39753, -1.39940, 1.26714], [-1.01476, -1.45066, 0.17635], [0.05131, -0.55531, -0.43594], [1.51460, -1.26027, -0.11860], [1.98375, -2.16620, -1.13331], [1.09452, -3.28695, -1.13440], [-0.15769, -0.36897, -2.05474], [-0.41986, 0.99116, -2.60384], [-1.24676, 1.26102, -3.47214], [0.48535, 1.94109, -2.16531], [0.32286, 3.22900, -2.62178], [1.51077, 3.68039, -3.41682], [-0.61326, 3.93960, -2.34105], [-0.10202, 0.67064, 0.41965], [-1.30785, 0.68396, 0.99341], [-2.68520, 1.56242, -0.21456], [0.30300, -1.30736, 4.90758], [1.06948, -2.36992, 3.69056], [1.85775, -0.88391, 4.16916], [0.79591, -0.54467, 2.15925], [-1.80595, -0.91673, 3.34868], [-1.00594, -2.32022, 2.71094], [-3.84985, -0.53963, 2.18349], [1.49392, -1.81178, 0.81966], [2.29921, -0.50463, -0.09750], [0.67124, -3.22540, -1.99546], [0.70993, -0.73184, -2.60436], [-1.00988, -0.96341, -2.35693], [1.76518, 2.94589, -4.16992], [2.35509, 3.72924, -2.73514], [1.32792, 4.65888, -3.82730], [-1.37130, 1.33029, 1.85392]],
  "lowdin_charge": [-0.1379, -0.0983, -0.2440, -0.8016, 0.7537, -0.0334, -0.7335, -0.0889, -0.1876, -0.0301, 0.0237, -0.4691, 0.0707, 0.0760, -0.4831, 0.0186, 0.1268, -0.0306, -0.6138, 0.6573, 0.0702, 0.0722, 0.0693, 0.0707, 0.0949, 0.1142, -0.1439, 0.0967, 0.1179, 0.0862, 0.1141, 0.1181, 0.0866, 0.0883, 0.0793, 0.0903]
}



{
  "formula": "C9H16BN3",
  "method": "ωB97M-V with the def2-TZVPD basis set",
  "e_above_lowest_kj_mol": 0.00,
  "homo_ha": -0.308,
  "fmax_ev_per_a": 5.75,
  "orbital_gap_ha": 0.3304,
  "molar_mass_g_mol": 177.060,
  "species": ["B", "C", "C", "C", "C", "C", "C", "C", "C", "C", "N", "N", "N", "H", "H", "H", "H", "H", "H", "H", "H", "H", "H", "H", "H", "H", "H", "H", "H"],
  "positions_angstrom": [[0.22178, -0.56003, 0.45943], [-0.40934, -1.60758, 1.45019], [-2.36335, 0.95423, 1.26326], [-1.75319, 0.84757, 2.63324], [1.91423, -1.64872, -2.60176], [2.37475, -0.23826, -2.16373], [-1.40607, 1.71434, 0.32054], [-0.31624, 1.30756, 2.42784], [0.86695, -2.02883, -1.54179], [1.10544, 0.31193, -1.54034], [-0.95001, -2.41847, 2.04806], [-0.03593, 1.33078, 0.98264], [0.69777, -0.78884, -0.74554], [-2.37861, -0.10765, 0.84332], [-3.44831, 1.33894, 1.19266], [-2.46206, 1.40707, 3.38353], [-1.89620, -0.16370, 3.02194], [1.63251, -1.57064, -3.65611], [2.59047, -2.40924, -2.48205], [3.29525, -0.33767, -1.55350], [2.61368, 0.47238, -2.95386], [-1.37826, 1.50320, -0.74898], [-1.42922, 2.81501, 0.36877], [-0.10932, 2.34402, 2.75058], [0.42689, 0.78334, 3.05279], [-0.09999, -2.17960, -2.08994], [1.08392, -2.73728, -0.82346], [1.28666, 1.28557, -0.99511], [0.32580, 0.38058, -2.30264]],
  "lowdin_charge": [-0.2875, -0.1117, -0.2223, -0.2228, -0.1435, -0.1545, -0.1773, -0.2750, -0.0840, -0.1820, 0.1535, -0.0632, -0.0357, 0.1028, 0.1279, 0.1352, 0.0773, 0.1186, 0.0734, 0.1261, 0.1077, 0.0909, 0.1036, 0.1065, 0.1114, 0.1464, 0.1002, 0.1432, 0.1347]
}



{
  "formula": "C9H16BN3",
  "method": "ωB97M-V with the def2-TZVPD basis set",
  "homo_ha": [-0.213, -0.343],
  "fmax_ev_per_a": 4.08,
  "orbital_gap_ha": [0.2398, 0.3272],
  "molar_mass_g_mol": 177.060,
  "multiplicity": 3,
  "species": ["B", "C", "C", "C", "C", "C", "C", "C", "C", "C", "N", "N", "N", "H", "H", "H", "H", "H", "H", "H", "H", "H", "H", "H", "H", "H", "H", "H", "H"],
  "positions_angstrom": [[0.91615, -1.73585, 0.67910], [0.21588, -2.95421, 0.47716], [-3.59918, 1.08661, -0.07263], [-3.26228, -0.27433, -0.78325], [3.35480, 0.60033, -0.72466], [2.79638, 1.35811, 0.48977], [-2.22593, 1.71299, 0.21446], [-1.81808, -0.35639, -0.42665], [2.14358, -0.31177, -1.01264], [2.03250, 0.39319, 1.36361], [-0.31141, -4.11014, 0.49567], [-1.26247, 0.72714, 0.01886], [1.70743, -0.72492, 0.36245], [-4.19096, 1.63937, -0.97782], [-4.09420, 0.84396, 0.84095], [-3.85215, -1.12031, -0.55895], [-3.48716, -0.19693, -1.88164], [3.42840, 1.23217, -1.55694], [4.31447, 0.01882, -0.60392], [3.58086, 1.96220, 0.87544], [2.08871, 2.03153, 0.03053], [-2.07902, 2.61945, -0.36040], [-2.10195, 1.88998, 1.31439], [-1.32457, -1.41000, -0.32417], [-0.43256, -4.63790, 1.35760], [1.43242, 0.23960, -1.50040], [2.30894, -1.15317, -1.58033], [2.65540, 0.02156, 2.17538], [1.06599, 0.60891, 1.66902]],
  "lowdin_charge": [-0.2754, -0.1158, -0.1564, -0.1737, -0.1454, -0.1680, -0.2749, -0.1403, -0.1196, -0.0980, 0.0379, 0.0297, -0.0167, 0.1495, 0.0856, 0.0839, 0.1164, 0.0852, 0.1316, 0.0987, 0.1092, 0.1048, 0.1246, 0.1000, 0.0521, 0.0854, 0.0965, 0.1180, 0.0752]
}



Please write out number 1 again, unchanged.
{
  "formula": "C9H16",
  "method": "ωB97M-V with the def2-TZVPD basis set",
  "e_above_lowest_kj_mol": 470.52,
  "homo_ha": -0.257,
  "fmax_ev_per_a": 6.45,
  "orbital_gap_ha": 0.2916,
  "molar_mass_g_mol": 124.227,
  "species": ["C", "C", "C", "C", "C", "C", "C", "C", "C", "H", "H", "H", "H", "H", "H", "H", "H", "H", "H", "H", "H", "H", "H", "H", "H"],
  "positions_angstrom": [[0.37854, 0.49658, -0.23032], [1.47896, -0.47056, 1.33312], [1.45742, 1.04613, -1.13744], [-0.43558, 1.52553, 0.52190], [0.69049, -0.86359, 2.55515], [-0.12776, -0.75676, -0.47386], [-1.36093, 0.08103, -1.97248], [-0.26368, -2.05689, -0.49939], [-2.66706, 0.23410, -1.80530], [2.09289, -1.26569, 0.91326], [2.10585, 0.40494, 1.49575], [-0.89847, 0.16418, -2.95718], [2.01117, 0.25125, -1.63636], [2.15413, 1.65517, -0.55604], [1.00534, 1.68840, -1.89611], [-0.86022, 2.24358, -0.18196], [0.21091, 2.07263, 1.21306], [-1.24780, 1.06761, 1.08461], [0.30809, -2.70315, 0.15505], [-0.99881, -2.51361, -1.15029], [0.04806, -1.72918, 2.37610], [1.35017, -1.12518, 3.39442], [0.05638, -0.04485, 2.90666], [-3.13268, 0.16417, -0.82259], [-3.35539, 0.43416, -2.62976]],
  "lowdin_charge": [-0.4388, -0.1301, -0.0449, -0.0527, -0.1556, -0.1681, -0.0782, 0.0502, -0.0922, 0.0721, 0.0612, 0.0516, 0.0925, 0.0838, 0.0829, 0.0841, 0.0865, 0.0861, 0.0644, 0.0699, 0.0594, 0.0713, 0.0628, 0.0420, 0.0399]
}